{"formula": "C29H38N4O5", "method": "the ωB97M-V functional and the def2-TZVPD basis", "smiles": "CCN(CC)CCNC(=O)/C(=C/c1cn(CC)c2ccccc12)NC(=O)c1cc(OC)c(OC)c(OC)c1", "lumo_energy_ev": 0.50, "de_lowest_kcal_mol": 72.70, "total_charge": 0, "spin_multiplicity": 1, "species": ["C", "C", "N", "C", "C", "C", "C", "N", "C", "O", "C", "C", "C", "C", "N", "C", "C", "C", "C", "C", "C", "C", "C", "N", "C", "O", "C", "C", "C", "O", "C", "C", "O", "C", "C", "O", "C", "C", "H", "H", "H", "H", "H", "H", "H", "H", "H", "H", "H", "H", "H", "H", "H", "H", "H", "H", "H", "H", "H", "H", "H", "H", "H", "H", "H", "H", "H", "H", "H", "H", "H", "H", "H", "H", "H", "H"], "xyz": [[-6.57, -4.15, -1.42], [-6.36, -3.40, -0.10], [-5.62, -2.17, -0.31], [-5.82, -1.16, 0.71], [-5.26, -1.44, 2.11], [-4.26, -2.32, -0.77], [-3.36, -3.32, 0.00], [-1.97, -2.98, -0.16], [-1.36, -2.15, 0.72], [-1.81, -1.84, 1.80], [0.01, -1.70, 0.29], [1.02, -2.56, 0.07], [2.37, -2.21, -0.29], [2.84, -1.08, -0.92], [4.19, -1.14, -1.10], [4.99, -0.09, -1.68], [5.49, 0.88, -0.61], [4.64, -2.31, -0.56], [5.93, -2.82, -0.48], [6.09, -4.06, 0.12], [5.00, -4.77, 0.62], [3.72, -4.26, 0.55], [3.53, -3.02, -0.05], [0.18, -0.32, 0.27], [-0.83, 0.54, -0.06], [-1.91, 0.16, -0.47], [-0.48, 1.98, 0.06], [-1.19, 2.88, -0.72], [-0.91, 4.24, -0.70], [-1.57, 5.14, -1.49], [-2.65, 4.68, -2.28], [0.09, 4.72, 0.16], [0.50, 6.01, 0.30], [-0.32, 7.08, -0.11], [0.79, 3.80, 0.97], [1.74, 4.37, 1.77], [2.45, 3.55, 2.66], [0.52, 2.45, 0.92], [-7.27, -4.97, -1.27], [-5.63, -4.57, -1.79], [-6.97, -3.48, -2.17], [-5.88, -4.08, 0.62], [-7.34, -3.13, 0.30], [-5.38, -0.23, 0.34], [-6.91, -1.00, 0.79], [-5.60, -0.66, 2.79], [-5.62, -2.40, 2.49], [-4.18, -1.44, 2.11], [-3.78, -1.34, -0.72], [-4.29, -2.62, -1.83], [-3.51, -4.34, -0.35], [-3.57, -3.27, 1.07], [-1.59, -3.03, -1.09], [0.83, -3.61, 0.22], [2.29, -0.25, -1.34], [5.85, -0.55, -2.19], [4.39, 0.44, -2.42], [6.11, 1.65, -1.06], [4.64, 1.37, -0.12], [6.06, 0.36, 0.15], [6.78, -2.28, -0.86], [7.08, -4.48, 0.19], [5.17, -5.73, 1.08], [2.89, -4.81, 0.95], [1.10, 0.03, 0.46], [-1.96, 2.47, -1.35], [-3.05, 5.57, -2.77], [-2.31, 3.97, -3.04], [-3.43, 4.22, -1.67], [0.16, 7.97, 0.30], [-1.33, 6.99, 0.30], [-0.38, 7.16, -1.20], [3.06, 2.81, 2.13], [1.78, 3.03, 3.36], [3.10, 4.22, 3.22], [1.04, 1.77, 1.58]], "lowdin_charge": [-0.09, -0.27, -0.20, -0.24, -0.08, -0.17, -0.15, 0.08, -0.47, 0.08, -0.15, 0.03, -0.15, -0.01, -0.07, -0.19, -0.06, -0.17, -0.02, -0.09, -0.10, -0.02, -0.12, 0.15, -0.40, 0.09, -0.12, 0.04, -0.17, -0.11, -0.07, -0.12, -0.04, -0.06, -0.18, -0.06, -0.08, 0.03, 0.07, 0.06, 0.08, 0.11, 0.12, 0.11, 0.11, 0.07, 0.07, 0.05, 0.10, 0.11, 0.12, 0.11, 0.15, 0.12, 0.13, 0.12, 0.12, 0.07, 0.06, 0.07, 0.10, 0.10, 0.10, 0.11, 0.12, 0.11, 0.10, 0.10, 0.10, 0.10, 0.10, 0.09, 0.09, 0.10, 0.10, 0.11]}



{"formula": "C24H17N7PbS2Se3Te", "method": "the ωB97M-V functional and the def2-TZVPD basis", "lumo_energy_ev": -1.68, "de_lowest_kcal_mol": 3.47, "total_charge": 0, "spin_multiplicity": 1, "species": ["Pb", "C", "N", "C", "C", "N", "C", "C", "C", "C", "C", "C", "N", "C", "N", "C", "C", "C", "C", "C", "C", "N", "H", "H", "H", "H", "H", "H", "H", "H", "H", "H", "H", "H", "H", "H", "H", "S", "C", "C", "C", "C", "N", "C", "C", "C", "S", "C", "N", "H", "H", "Se", "Se", "Te", "Se"], "xyz": [[-0.63, -1.27, 0.91], [1.23, 1.68, -0.74], [1.81, 0.50, -0.17], [2.80, -0.25, -0.88], [2.25, -1.54, -1.43], [1.11, -2.07, -1.10], [1.01, -3.25, -1.79], [-0.01, -4.20, -1.83], [0.18, -5.30, -2.64], [1.35, -5.47, -3.38], [2.37, -4.54, -3.37], [2.18, -3.42, -2.57], [2.94, -2.31, -2.31], [-0.26, 1.58, -0.93], [-0.99, 0.51, -0.76], [-2.27, 0.84, -1.16], [-3.43, 0.08, -1.23], [-4.57, 0.70, -1.70], [-4.57, 2.05, -2.07], [-3.43, 2.82, -2.00], [-2.28, 2.20, -1.55], [-0.98, 2.63, -1.39], [1.44, 2.57, -0.13], [1.66, 1.87, -1.74], [2.03, 0.61, 0.81], [3.25, 0.31, -1.72], [3.62, -0.53, -0.20], [-0.91, -4.07, -1.25], [-0.59, -6.05, -2.70], [1.45, -6.35, -4.00], [3.26, -4.69, -3.95], [3.85, -2.11, -2.70], [-3.42, -0.95, -0.93], [-5.49, 0.13, -1.78], [-5.49, 2.49, -2.42], [-3.44, 3.86, -2.29], [-0.64, 3.57, -1.54], [-2.45, 0.20, 2.14], [-1.49, 1.40, 2.95], [-2.16, 2.53, 3.42], [-1.48, 3.58, 4.02], [-2.18, 4.72, 4.48], [-2.75, 5.64, 4.85], [-0.08, 3.51, 4.16], [0.59, 2.37, 3.74], [-0.10, 1.32, 3.15], [0.86, -0.06, 2.64], [0.65, 4.60, 4.68], [1.27, 5.49, 5.06], [-3.23, 2.58, 3.30], [1.66, 2.30, 3.86], [3.22, -1.93, 3.05], [5.27, -3.14, 2.59], [4.05, -4.18, 0.59], [1.95, -3.57, 1.95]], "lowdin_charge": [0.85, -0.12, -0.10, -0.13, -0.34, 0.04, -0.26, -0.02, -0.09, -0.09, -0.02, -0.23, 0.14, -0.28, 0.01, -0.27, -0.04, -0.08, -0.08, -0.01, -0.18, 0.18, 0.14, 0.13, 0.01, 0.13, 0.13, 0.10, 0.10, 0.10, 0.11, 0.17, 0.10, 0.10, 0.10, 0.11, 0.17, 0.51, -0.69, -0.06, -0.19, -0.19, 0.17, -0.20, -0.06, -0.64, 0.42, -0.20, 0.17, 0.11, 0.12, -0.05, -0.09, 0.40, -0.11]}